[1]
This record from OMol25 describes C13H9F2NO2 in the gas phase. The level of theory is ωB97M-V with the def2-TZVPD basis set.

Last column: Mulliken charge in e.
Cartesian coordinates (Å):
C (2.10914, -2.38970, 3.82220)  -0.407
C (1.20950, -1.61001, 3.68921)  -0.190
N (0.21059, -0.69283, 3.52779)  -0.103
C (-1.00854, -1.25284, 2.96408)  0.071
O (-1.86008, -1.79950, 3.58742)  -0.480
C (-0.92483, -0.97161, 1.49944)  0.425
C (-1.69585, -1.43637, 0.46333)  -0.918
C (-1.37584, -1.04137, -0.81764)  -0.477
C (-0.32485, -0.19857, -1.10540)  0.276
C (-0.07783, 0.10996, -2.56811)  -0.204
F (0.63344, -0.93779, -3.12767)  -0.352
C (0.56433, 1.43878, -2.90075)  -0.596
C (-0.18163, 2.63613, -2.28487)  -1.190
C (0.41607, 0.28498, -0.03363)  0.636
F (1.45163, 1.10757, -0.22403)  -0.361
C (0.10419, -0.10771, 1.24225)  0.623
C (0.73020, 0.27986, 2.54729)  0.132
O (1.43840, 1.18938, 2.83341)  -0.457
H (2.98679, -2.97860, 3.85993)  0.459
H (-2.52545, -2.09571, 0.66853)  0.478
H (-1.97964, -1.41088, -1.63179)  0.426
H (-1.05759, 0.09753, -3.04953)  0.440
H (0.62532, 1.49920, -3.98182)  0.461
H (1.58109, 1.42995, -2.52635)  0.323
H (-1.05820, 2.33920, -1.72004)  0.372
H (0.49813, 3.19789, -1.65856)  0.249
H (-0.48847, 3.31305, -3.07468)  0.363

Forces on the atoms, in the same order (eV/Å):
C -0.063 0.418 -0.246
C -0.030 -0.367 0.866
N 0.321 0.198 -0.249
C 0.175 -0.108 -0.309
O 0.128 -0.106 -0.089
C -0.618 -0.148 -0.093
C -0.568 -0.432 0.409
C -0.566 -0.424 0.045
C 0.515 0.408 -0.272
C -0.525 0.535 0.092
F 0.358 -0.175 -0.059
C 0.300 -0.172 0.415
C 0.344 -0.061 -0.664
C 0.207 0.140 -0.463
F -0.097 -0.065 0.039
C 0.842 0.680 0.947
C -0.267 0.289 -0.246
O 0.052 -0.300 -0.152
H 0.045 -0.283 0.124
H -0.079 -0.075 -0.091
H -0.023 -0.037 -0.181
H -0.144 -0.101 -0.034
H -0.076 0.066 -0.172
H 0.223 -0.068 -0.083
H -0.136 0.018 0.157
H -0.058 0.065 0.355
H -0.261 0.104 -0.046

Output
Energy above the lowest of the compared OMol25 structures with the same formula, charge and spin ... 123.0 kJ/mol
Frontier orbital gap ... 8.88 eV
Max |F| ... 1.4 eV/Å
Multiplicity ... 1
DFT total energy ... -905.669626 a.u.
SMILES string ... C#CN1C(=O)c2ccc([C@H](F)CC)c(F)c2C1=O

[2]
This record from OMol25 describes 2 unconnected molecules or ions with the total composition C22H40NO5S. The level of theory is ωB97M-V with the def2-TZVPD basis set.

Last column: Mulliken charge in e.
Cartesian coordinates (Å):
C (3.63178, -3.53348, 1.95501)  -0.881
C (3.38683, -2.51917, 1.14814)  0.022
C (2.98464, -2.78331, -0.26570)  0.903
O (2.64627, -3.86641, -0.65558)  -0.596
O (3.04132, -1.76305, -1.15002)  -0.395
C (3.13756, -0.39409, -0.72372)  -1.120
C (1.94948, 0.07814, 0.11910)  1.107
C (1.19938, 1.26202, -0.50251)  -1.517
C (0.19034, 0.81813, -1.57555)  -0.817
C (-1.27361, 0.85694, -1.13110)  -1.008
C (-1.54737, 0.26125, 0.26136)  0.183
C (-2.67358, -0.77694, 0.29648)  0.239
C (-2.99512, -1.23288, 1.72695)  -2.010
C (-2.00752, -2.25496, 2.36400)  2.084
C (-1.17152, -1.53923, 3.42384)  -2.133
C (-2.72356, -3.44085, 3.05845)  -1.755
N (-1.06951, -2.76724, 1.31370)  0.315
O (0.08418, -2.21936, 1.28717)  -0.431
C (-1.61586, -3.15398, -0.02739)  2.101
C (-0.42440, -3.47931, -0.92297)  -1.946
C (-2.49346, -4.40424, 0.06221)  -2.127
C (-2.44946, -1.98511, -0.62260)  -1.795
H (3.89650, -3.36143, 2.98931)  0.283
H (3.55679, -4.54771, 1.58549)  0.303
H (3.47506, -1.50331, 1.50430)  0.150
H (4.09199, -0.23082, -0.21519)  0.363
H (3.18571, 0.15682, -1.66251)  0.455
H (2.26821, 0.31431, 1.13688)  0.482
H (1.26184, -0.76563, 0.21136)  -0.479
H (0.68034, 1.79872, 0.29280)  0.496
H (1.91646, 1.97482, -0.92059)  0.405
H (0.28922, 1.45349, -2.46061)  0.416
H (0.44954, -0.19316, -1.91060)  0.395
H (-1.85947, 0.32506, -1.88675)  0.512
H (-1.62393, 1.88985, -1.15622)  0.326
H (-0.64317, -0.17957, 0.68221)  -0.670
H (-1.82407, 1.07853, 0.93468)  0.515
H (-3.58289, -0.28635, -0.06777)  0.634
H (-2.99290, -0.34542, 2.36587)  0.470
H (-4.01712, -1.61985, 1.75250)  0.428
H (-0.77721, -0.59418, 3.05470)  0.277
H (-0.34678, -2.16442, 3.76324)  0.458
H (-1.82737, -1.32281, 4.26976)  0.597
H (-2.37983, -4.39348, 2.66703)  0.375
H (-3.80657, -3.39408, 2.94644)  0.309
H (-2.48845, -3.44882, 4.12285)  0.481
H (0.11797, -2.58154, -1.21532)  0.198
H (0.27635, -4.15271, -0.43263)  0.496
H (-0.80016, -3.95409, -1.83187)  0.530
H (-3.35116, -4.28101, 0.71814)  0.481
H (-1.90901, -5.26803, 0.38522)  0.362
H (-2.87565, -4.61651, -0.93751)  0.481
H (-3.43727, -2.37556, -0.88421)  0.517
H (-1.98848, -1.68000, -1.56309)  0.519
C (2.21652, 6.29783, -1.27863)  -0.513
C (2.04807, 6.01822, -2.77879)  -0.705
C (0.91780, 4.99411, -2.92705)  -0.403
S (-0.17170, 5.24769, -1.51523)  1.067
O (-0.12767, 4.06571, -0.69043)  -0.476
O (-1.43617, 5.78107, -1.94848)  -0.730
C (0.81074, 6.52576, -0.73433)  -0.800
H (2.85610, 7.16004, -1.09615)  0.350
H (2.66814, 5.43443, -0.78520)  0.282
H (1.78045, 6.94208, -3.29486)  0.283
H (2.96896, 5.64728, -3.22608)  0.353
H (0.32871, 5.12294, -3.83146)  0.417
H (1.27797, 3.96852, -2.86301)  0.126
H (0.71911, 6.41542, 0.34351)  0.392
H (0.40169, 7.48491, -1.05104)  0.368

Forces on the atoms, in the same order (eV/Å):
C 0.016 -0.169 0.141
C -0.037 0.249 -0.196
C 0.038 0.246 0.072
O 0.201 -0.183 -0.089
O -0.181 -0.049 0.000
C 0.147 0.043 0.056
C -0.064 -0.074 -0.139
C -0.022 -0.115 0.242
C 0.157 0.121 -0.174
C -0.043 -0.077 -0.053
C 0.042 0.046 0.015
C 0.030 -0.058 0.008
C -0.083 0.033 0.026
C 0.036 -0.058 0.132
C -0.046 0.119 0.006
C 0.120 -0.028 -0.057
N -0.230 0.425 -0.303
O 0.079 -0.292 0.163
C 0.082 -0.079 -0.032
C -0.119 0.029 -0.070
C 0.107 -0.034 0.030
C -0.173 -0.111 0.098
H 0.072 -0.082 0.003
H -0.044 -0.031 0.074
H -0.036 0.003 -0.030
H -0.010 -0.059 0.007
H -0.045 -0.033 -0.015
H 0.065 0.073 -0.033
H 0.071 0.077 0.067
H -0.026 0.079 -0.098
H 0.007 0.006 0.029
H -0.033 -0.022 -0.013
H -0.004 -0.009 0.038
H -0.051 0.058 0.024
H 0.060 0.021 0.045
H -0.041 0.007 -0.060
H 0.000 -0.076 0.075
H 0.075 0.101 -0.027
H -0.129 -0.018 0.004
H 0.065 -0.142 -0.051
H 0.121 -0.060 -0.030
H -0.010 0.014 0.017
H 0.004 0.010 -0.016
H 0.011 -0.049 -0.039
H 0.006 -0.016 0.008
H -0.090 0.059 0.005
H 0.047 -0.028 0.063
H -0.062 0.003 -0.051
H 0.011 0.005 -0.005
H -0.061 0.040 0.027
H -0.036 0.017 0.085
H 0.019 -0.003 0.012
H 0.038 -0.031 -0.024
H -0.012 0.073 0.036
C -0.012 -0.031 -0.016
C -0.018 -0.016 0.019
C 0.097 0.054 -0.092
S 0.001 0.003 -0.048
O -0.062 0.032 0.038
O -0.022 -0.016 0.026
C 0.098 0.057 0.009
H 0.008 -0.003 -0.003
H -0.006 0.002 0.010
H -0.013 0.005 0.013
H 0.001 0.010 -0.008
H -0.026 -0.026 0.012
H -0.026 -0.010 0.051
H -0.049 -0.030 -0.006
H -0.010 -0.005 -0.006

Output
Frontier orbital gap (spin up / spin down) ... 8.35 / 9.77 eV
Max |F| ... 0.6 eV/Å
Multiplicity ... 2
DFT total energy ... -1691.314588 a.u.